1.
# C3H6ClIN

An isolated ion of composition C3H6ClIN and charge +1 in a non-equilibrium geometry (ωB97M-V/def2-TZVPD, the Open Molecules 2025 dataset).

```
12
Properties=species:S:1:pos:R:3:lowdin_charge:R:1
C 1.1046 -1.6165 -0.0435 -0.694
C 0.7896 -0.3694 -0.1459 -0.808
C -0.6925 0.1688 -0.5057 -0.172
N -1.0923 1.1822 0.4955 0.182
Cl 2.6453 -2.1948 0.3237 0.721
I 2.1764 1.1432 0.1807 1.030
H 0.2649 -2.2775 -0.4273 0.112
H -0.5510 0.3817 -1.5411 0.119
H -1.1794 -0.7847 -0.4827 0.108
H -1.8500 0.8627 1.1275 0.199
H -1.3562 2.0846 0.0716 0.186
H -0.2593 1.4196 0.9472 0.016
```

**Max |F|**: 0.1470 Eh/bohr
**Relative energy (zero: lowest compared OMol25 entry of this formula, charge and spin)**: 8.48 kcal/mol
**Gap between HOMO and LUMO (alpha / beta)**: 5.04 / 6.42 eV
**2S+1**: 3
**Net charge**: +1
**LUMO level (alpha / beta)**: -3.7 / -7.4 eV



2.
# C36H44N4O3

One molecule with the formula C36H44N4O3 in a non-equilibrium geometry (ωB97M-V/def2-TZVPD, the Open Molecules 2025 dataset).

```
87
Properties=species:S:1:pos:R:3:lowdin_charge:R:1
C -0.2268 -4.3477 -4.1793 -0.110
C -1.3292 -4.5726 -3.1513 -0.266
C -0.9404 -4.1140 -1.7457 -0.217
C 0.1982 -4.9338 -1.1407 -0.174
C 0.4596 -4.5332 0.3125 -0.257
C 1.3979 -5.5124 1.0440 -0.203
C 2.7378 -5.7179 0.3482 -0.091
C 1.0789 -3.1415 0.3617 -0.459
O 1.9388 -2.7621 -0.4009 0.087
N 0.5732 -2.3653 1.3627 0.131
C 0.9800 -1.0655 1.7051 -0.142
C 2.3164 -0.7138 1.6784 0.067
C 2.7342 0.5377 2.1183 -0.131
C 4.1926 0.8403 2.0916 -0.460
O 5.0442 -0.0127 2.2493 0.070
N 4.4953 2.1496 1.8983 0.068
C 5.8585 2.6096 1.7449 -0.130
C 6.1304 3.0959 0.3460 -0.216
C 5.8188 2.2869 -0.7414 -0.024
C 6.0512 2.7243 -2.0300 -0.040
C 6.6037 3.9784 -2.2696 -0.287
C 6.8632 4.4343 -3.6735 -0.055
C 6.9150 4.7815 -1.1820 -0.049
C 6.6774 4.3481 0.1111 -0.042
C 1.7903 1.4158 2.6365 -0.033
C 0.4515 1.0731 2.6570 -0.010
C 0.0050 -0.1487 2.1551 -0.160
N -1.3346 -0.5442 2.1577 -0.098
C -2.2815 0.1078 3.0351 -0.148
C -2.9548 1.3429 2.4216 -0.087
C -3.5989 0.9781 1.0820 -0.434
C -2.5538 0.3104 0.1853 -0.074
C -1.9493 -0.9072 0.8935 -0.142
C -4.3045 2.1664 0.4061 -0.033
C -5.7304 1.6634 0.3626 -0.227
C -6.8507 2.3947 -0.1936 -0.172
C -8.1283 1.8293 -0.1762 -0.024
C -9.2019 2.5166 -0.7043 -0.078
C -9.0210 3.7757 -1.2573 -0.088
C -7.7583 4.3437 -1.2788 -0.084
C -6.6776 3.6613 -0.7515 -0.033
N -5.8525 0.5029 0.8780 0.131
O -4.6686 0.0241 1.3276 -0.070
H -0.5857 -4.5904 -5.1771 0.067
H 0.6366 -4.9726 -3.9685 0.066
H 0.0927 -3.3081 -4.1711 0.076
H -2.2206 -4.0212 -3.4613 0.102
H -1.5912 -5.6330 -3.1245 0.105
H -1.8203 -4.1893 -1.0993 0.112
H -0.6424 -3.0632 -1.7820 0.110
H -0.0531 -5.9959 -1.1841 0.129
H 1.1095 -4.7630 -1.7116 0.109
H -0.4947 -4.5219 0.8533 0.137
H 0.8860 -6.4736 1.1393 0.111
H 1.5725 -5.1290 2.0533 0.112
H 3.2003 -4.7615 0.1211 0.070
H 3.4080 -6.2824 0.9926 0.072
H 2.6130 -6.2695 -0.5798 0.072
H -0.2302 -2.6981 1.8777 0.145
H 3.0526 -1.4196 1.3297 0.127
H 3.7637 2.7908 1.6372 0.139
H 6.0615 3.4050 2.4707 0.122
H 6.4917 1.7468 1.9782 0.129
H 5.3960 1.3077 -0.5693 0.117
H 5.8047 2.0845 -2.8652 0.114
H 7.1550 5.4813 -3.6966 0.072
H 7.6643 3.8435 -4.1175 0.083
H 5.9746 4.3035 -4.2890 0.079
H 7.3459 5.7593 -1.3454 0.107
H 6.9259 4.9898 0.9450 0.107
H 2.0930 2.3672 3.0497 0.111
H -0.2534 1.7785 3.0677 0.099
H -1.7819 0.3664 3.9700 0.126
H -3.0671 -0.6243 3.2534 0.129
H -3.7194 1.7126 3.1077 0.133
H -2.2275 2.1370 2.2451 0.115
H -3.0212 -0.0114 -0.7472 0.132
H -1.7670 1.0326 -0.0440 0.134
H -1.2141 -1.3673 0.2350 0.113
H -2.7517 -1.6239 1.0975 0.132
H -4.2265 3.0821 0.9953 0.128
H -3.9181 2.3572 -0.5964 0.129
H -8.2499 0.8496 0.2575 0.109
H -10.1861 2.0723 -0.6869 0.103
H -9.8621 4.3123 -1.6705 0.101
H -7.6141 5.3240 -1.7090 0.103
H -5.6981 4.1151 -0.7747 0.106
```

**Max |F|**: 0.0214 Eh/bohr
**Relative energy (zero: lowest compared OMol25 entry of this formula, charge and spin)**: 2.60 kcal/mol
**Gap between HOMO and LUMO**: 8.56 eV
**2S+1**: 1
**Net charge**: 0
**LUMO level**: 0.5 eV



3.
# CH2CuO3

CH2CuO3 as an isolated structure in a non-equilibrium geometry (ωB97M-V/def2-TZVPD, the Open Molecules 2025 dataset).

```
7
Properties=species:S:1:pos:R:3:lowdin_charge:R:1
O -0.5026 1.1461 -0.6128 -0.178
C 0.0306 0.1021 -1.1307 -0.569
O -0.5940 -0.9944 -0.9035 -0.172
Cu -0.9688 -0.1815 1.2051 0.437
H 0.5487 0.2108 -2.1119 0.113
O 1.2802 -0.3031 1.3483 -0.498
H 1.8720 0.4490 1.3084 -0.132
```

**Max |F|**: 0.1088 Eh/bohr
**Gap between HOMO and LUMO**: 6.72 eV
**2S+1**: 1
**Net charge**: -1
**LUMO level**: 3.2 eV



4.
# C14H33BBr12N

A 6-piece molecular cluster, C14H33BBr12N overall in a non-equilibrium geometry (ωB97M-V/def2-TZVPD, the Open Molecules 2025 dataset).

```
61
Properties=species:S:1:pos:R:3:lowdin_charge:R:1
B -4.3006 -2.4602 -4.6326 -0.552
N -2.9490 -1.6961 -4.7851 -0.142
C -2.7340 -0.5881 -3.8828 -0.361
C -2.4298 -0.9528 -2.4181 -0.128
H -4.4646 -3.0141 -3.5095 -0.016
H -4.3893 -3.3377 -5.5078 -0.023
H -5.2278 -1.6548 -4.8014 -0.028
H -2.1568 -2.3275 -4.7310 0.053
H -1.9195 0.0558 -4.2457 0.084
H -3.6429 0.0223 -3.9028 0.058
H -2.9331 -0.2889 -1.7096 0.017
H -1.3605 -0.8834 -2.2008 0.045
H -2.7566 -1.9749 -2.2254 0.053
Br -1.7094 -0.8456 1.2845 0.677
C -3.4597 -0.6687 2.0960 -0.694
C -4.5200 -0.2985 1.0920 -0.686
Br -4.3895 1.5644 0.5584 0.595
H -3.3654 0.0771 2.8794 0.031
H -3.6795 -1.6376 2.5386 0.060
H -5.5064 -0.4144 1.5346 0.058
H -4.4539 -0.8846 0.1790 0.050
Br -1.0554 -0.4900 5.2582 0.620
C 0.3984 0.7515 4.9019 -0.689
C 0.8476 0.6673 3.4691 -0.702
Br 1.9100 -0.9187 3.1065 0.605
H 1.1908 0.5168 5.6045 0.004
H 0.0072 1.7451 5.1084 0.063
H 1.5299 1.4730 3.2214 -0.028
H 0.0089 0.6462 2.7809 -0.023
Br 3.5230 3.2614 3.6296 0.686
C 5.0821 2.3464 4.3513 -0.663
C 4.7171 1.0506 5.0253 -0.679
Br 3.8752 1.3356 6.7545 0.629
H 5.5656 3.0478 5.0229 0.053
H 5.7035 2.1385 3.4851 -0.019
H 5.6131 0.4660 5.2187 0.063
H 4.0165 0.4648 4.4351 -0.007
Br 2.8647 -2.0226 -0.5715 0.582
C 4.6144 -2.5536 0.0680 -0.765
C 4.6345 -3.9716 0.5827 -0.689
Br 3.7606 -4.1338 2.3094 0.602
H 4.8940 -1.8418 0.8404 -0.017
H 5.2892 -2.4595 -0.7803 0.058
H 5.6591 -4.3029 0.7333 0.056
H 4.1208 -4.6524 -0.0885 0.050
Br -8.1095 3.1021 -5.0129 0.549
C -6.4107 2.1502 -5.1971 -0.690
C -6.4916 0.7025 -4.8112 -0.711
Br -6.5745 0.4454 -2.8966 0.607
H -5.6987 2.6919 -4.5831 0.047
H -6.1421 2.2433 -6.2462 0.055
H -5.5952 0.1643 -5.1217 0.015
H -7.3591 0.2043 -5.2318 0.055
Br 7.5250 1.7134 1.3759 0.631
C 6.4547 2.4921 -0.0501 -0.673
C 4.9782 2.2836 0.1772 -0.673
Br 4.4265 0.4485 -0.1241 0.698
H 6.7975 2.0292 -0.9697 0.049
H 6.6885 3.5537 -0.0586 0.058
H 4.4063 2.8912 -0.5202 0.065
H 4.6826 2.5282 1.1934 -0.023
```

**Max |F|**: 0.0272 Eh/bohr
**Relative energy (zero: lowest compared OMol25 entry of this formula, charge and spin)**: 5.28 kcal/mol
**Gap between HOMO and LUMO**: 4.58 eV
**2S+1**: 1
**Net charge**: -1
**LUMO level**: 1.4 eV